# 1
ORCA calculation (ωB97M-V/def2-TZVPD) on one molecule with the formula C17H26N4O3 at a distorted geometry.

SMILES   O=C1NCN[C@H]2[C@H](CN(Cc3ccccc3)C[C@@H](O)CO)CN[C@@H]12
E_LUMO   0.6 eV
2S+1   1
F_max   0.0714 Eh/bohr
Electronic energy   -1108.01918 Ha
HOMO-LUMO gap   9.37 eV
HOMO energy   -0.3210 Eh

Last column: Mulliken charge in e.
Geometry (Å):
O  -4.9251  3.4697  1.4539  -0.5706
O  5.0240  0.2171  0.0753  -0.5304
O  3.0134  0.5180  1.9109  -0.6948
C  -4.3854  2.8314  0.6087  -0.1298
C  1.7400  -5.0926  -1.5540  -0.3243
C  2.8314  -4.4654  -0.8530  -0.6850
C  0.4201  -4.7622  -1.2941  -0.7757
C  2.5448  -3.3807  0.0545  -0.5166
C  0.1828  -3.6318  -0.4602  0.0230
C  1.1853  -2.9445  0.1770  0.6395
N  -4.9743  2.5651  -0.6707  -0.1855
N  -1.8051  3.1709  1.1350  -0.5033
N  -2.8475  2.1776  -1.5400  -0.4488
N  0.8149  -0.5354  0.6904  0.3830
C  0.9610  -1.8514  1.2776  -1.2522
C  -4.2488  2.2217  -1.8650  -0.5333
C  -0.6475  2.2245  1.1835  -0.7255
C  -0.5974  -0.3445  0.1910  -1.7663
C  -2.9753  2.2825  0.9084  0.2452
C  -2.6065  1.4221  -0.2380  0.0407
C  -1.0267  1.2027  -0.0138  0.2417
C  4.0922  1.2840  -0.1262  -0.8772
C  1.8928  0.0091  -0.2466  -0.6134
C  2.7556  0.9914  0.5812  0.7366
H  4.8603  0.0866  1.0532  0.3929
H  2.2719  -0.1388  2.0243  0.4266
H  2.0612  -5.8896  -2.2251  0.3276
H  3.8259  -4.8546  -1.1427  0.3320
H  -0.4519  -5.2949  -1.6905  0.3663
H  3.3577  -2.8431  0.4709  0.4242
H  -0.8153  -3.1943  -0.5076  0.3406
H  -5.6948  3.2427  -0.7788  0.3054
H  -1.8731  3.7069  2.0111  0.3254
H  -2.3944  3.1022  -1.5483  0.3154
H  1.7833  -1.8765  2.0542  0.5116
H  0.1362  -2.0789  1.8421  0.6571
H  -4.5357  1.2823  -2.4902  0.2384
H  -4.4614  3.0234  -2.5899  0.3134
H  -0.4853  1.6939  2.1362  0.3199
H  0.2742  2.6953  0.9263  0.0234
H  -1.2718  -0.8190  0.9170  0.6113
H  -0.6590  -0.7982  -0.7339  0.4795
H  -3.1221  1.7402  1.9228  0.2847
H  -3.2944  0.4512  -0.1514  0.3359
H  -0.6356  1.5096  -0.9923  0.2517
H  4.0114  1.5677  -1.1580  0.4501
H  4.4865  2.2353  0.3281  0.3008
H  2.5038  -0.7674  -0.7132  0.4484
H  1.3452  0.6344  -1.0564  0.2156
H  2.3582  2.0045  0.7065  -0.1757


# 2
ORCA calculation (ωB97M-V/def2-TZVPD) on C17H27FNO2P2W as an isolated structure at a distorted geometry.

E_LUMO (alpha / beta)   -12.6 / -12.4 eV
Net charge   +3
2S+1   3
F_max   0.1223 Eh/bohr
Electronic energy   -1717.72943 Ha
HOMO-LUMO gap (alpha / beta)   5.82 / 5.99 eV
HOMO energy (alpha / beta)   -0.6774 / -0.6774 Eh

Last column: Mulliken charge in e.
Geometry (Å):
W  0.0673  -0.3343  0.6243  0.5706
P  -2.2353  -0.2072  0.0768  0.7057
C  -2.0628  0.1517  -1.6395  -1.4558
C  -0.8678  0.7294  -2.0877  1.3267
N  0.2675  0.5270  -1.2775  -0.1749
C  1.5137  0.8714  -1.7174  0.8277
C  1.6769  1.6078  -2.8672  -0.8725
C  0.5735  1.8983  -3.6513  -0.4727
C  -0.6722  1.4556  -3.2794  -1.0670
C  2.6597  0.4893  -0.8204  -1.2476
P  2.2827  -0.9728  0.1999  0.7544
H  -1.5581  1.6467  -3.8784  0.5499
H  2.6871  1.9178  -3.1358  0.5842
H  0.7030  2.4797  -4.5605  0.4936
H  3.5504  0.2201  -1.4154  0.6373
H  2.9684  1.3427  -0.1887  0.4027
H  -2.0654  -1.8952  -3.1120  0.2900
H  -2.9484  0.2311  -2.2844  0.6648
H  -0.8201  -3.8211  -2.1455  0.3702
O  -1.9057  -2.8559  -3.2140  -0.6144
H  -2.3742  -3.0792  -4.0414  0.3107
H  -0.1723  -1.8983  1.2382  0.1094
O  -0.6010  -4.3473  -1.3368  -0.5877
H  0.3330  -4.1412  -1.1243  0.2702
C  2.7990  -2.3918  -0.8274  -1.2376
H  3.8564  -2.2973  -1.1235  0.4658
H  2.6880  -3.2775  -0.1786  0.4141
H  2.1669  -2.4561  -1.7264  0.4210
C  3.5234  -0.9432  1.5303  -1.1631
H  3.3729  -1.8876  2.0759  0.4217
H  4.5500  -0.9104  1.1300  0.4402
H  3.3419  -0.0690  2.1691  0.3765
C  -3.1117  1.1610  0.9355  -1.1567
H  -4.1072  1.2640  0.4783  0.4615
H  -3.2545  0.9139  1.9988  0.4071
H  -2.5537  2.1032  0.8358  0.3587
C  -3.3669  -1.6117  0.3051  -1.1728
H  -3.5138  -1.7460  1.3869  0.4333
H  -4.3344  -1.3758  -0.1613  0.4759
H  -2.9314  -2.5154  -0.1411  0.3611
F  -0.3628  3.9583  5.0923  -0.2210
C  -0.1397  2.9757  4.1493  0.3469
C  0.5032  3.3193  2.9633  -0.7110
C  0.7018  2.3217  1.9983  -0.2277
C  0.2950  1.0000  2.2637  0.4825
C  -0.3911  0.6992  3.4545  -0.5180
C  -0.6370  1.6984  4.4018  -0.6676
H  0.8022  4.3460  2.7558  0.4866
H  1.1005  2.5462  1.0086  0.3512
H  -0.7677  -0.3140  3.5766  0.4917
H  -1.2291  1.4728  5.2871  0.5040


# 3
ORCA calculation (ωB97M-V/def2-TZVPD) on an isolated ion of composition C17H27N2O and charge +1 at a distorted geometry.

SMILES   COc1ccc([C@H](N(C)C)[N+]23CCC(CC2)CC3)cc1
E_LUMO   -2.2 eV
Net charge   +1
2S+1   1
F_max   0.0386 Eh/bohr
Electronic energy   -848.43640 Ha
HOMO-LUMO gap   9.21 eV
HOMO energy   -0.4183 Eh

Last column: Mulliken charge in e.
Geometry (Å):
C  1.9069  0.7036  -1.0149  -0.9583
C  0.8330  1.7963  -0.7563  -0.4009
N  0.2177  1.6767  0.5933  0.6773
C  1.3637  1.7736  1.6229  -0.6624
C  2.4455  0.6734  1.4033  -1.0329
C  2.0383  -0.1950  0.2162  0.2431
C  0.6816  -0.8201  0.5367  -1.0337
C  -0.3651  0.3004  0.7718  -0.7743
H  1.6181  0.0965  -1.8969  0.3316
H  2.8866  1.1902  -1.2055  0.4158
H  1.2992  2.7836  -0.8511  0.1341
H  0.0465  1.7379  -1.5147  0.4823
H  1.8336  2.7610  1.5509  0.4403
H  0.9576  1.6728  2.6369  0.4533
H  3.4319  1.1457  1.1978  0.3555
H  2.5277  0.0404  2.3126  0.3531
H  2.7857  -0.9777  0.0368  0.3962
H  0.3502  -1.4597  -0.3072  0.3687
H  0.7675  -1.4325  1.4595  0.3510
H  -0.7760  0.2095  1.7830  0.5836
H  -1.1966  0.1707  0.0818  0.2897
C  -6.7426  -0.2371  1.3465  -0.8141
O  -5.8908  0.4721  2.2515  -0.4106
C  -4.7778  1.0898  1.7553  0.6596
C  -3.9724  1.7211  2.7333  -0.9350
C  -2.6992  2.1321  2.4098  -0.1349
C  -2.2725  2.0919  1.0844  -0.2017
C  -0.9188  2.7961  0.8869  -0.5172
N  -1.1344  3.8661  -0.0351  0.2049
C  -0.1321  4.8962  0.0200  -0.8952
C  -2.4367  4.3519  -0.5001  -0.7565
C  -3.1056  1.6170  0.0663  -0.2791
C  -4.3389  1.0489  0.4161  -0.9835
H  -7.5468  -0.6318  1.9829  0.2467
H  -7.1649  0.4381  0.5885  0.3388
H  -6.2135  -1.0655  0.8562  0.3401
H  -4.3725  1.8559  3.7334  0.4460
H  -2.0875  2.6967  3.1274  0.3590
H  -0.4693  3.2751  1.8058  0.6409
H  -0.3555  5.6545  -0.7416  0.4062
H  -0.1406  5.4096  1.0188  0.2960
H  0.8718  4.4880  -0.1479  0.2035
H  -2.2511  5.3694  -0.9024  0.3317
H  -2.8800  3.7527  -1.3594  0.2640
H  -3.2330  4.4684  0.2863  0.2828
H  -2.9935  1.8111  -1.0196  0.5042
H  -5.0080  0.5800  -0.3330  0.3905


# 4
ORCA calculation (ωB97M-V/def2-TZVPD) on a 2-piece molecular cluster, C17H27N3O3S overall at a distorted geometry.

E_LUMO   0.4 eV
2S+1   1
F_max   0.3471 Eh/bohr
Electronic energy   -1451.46217 Ha
HOMO-LUMO gap   8.35 eV
HOMO energy   -0.2915 Eh

Last column: Mulliken charge in e.
Geometry (Å):
C  -4.9924  -2.2002  1.6672  -1.0921
H  -4.0363  -2.3837  2.2321  0.2564
H  -5.6605  -2.8298  1.7966  0.5259
C  -4.5854  -2.3702  0.0903  -0.8806
N  -3.5738  -1.5862  -0.4060  -0.1271
C  -3.9193  -0.2531  -0.6572  0.3706
N  -2.9148  0.5606  -0.7376  0.0289
C  -1.4741  0.5149  -0.8767  -1.3696
C  -0.8548  -0.6716  -1.1337  -0.7139
C  0.6083  -0.8811  -0.8829  -0.0292
C  1.2868  0.4591  -0.4462  -0.3857
C  0.5843  1.5632  -0.3085  0.2332
C  -0.6596  1.4147  -0.4494  1.0453
O  -1.3647  2.8306  -0.0681  -0.4706
C  -0.7014  3.9124  0.0979  -0.4153
C  -1.7920  5.0072  0.4816  -1.1808
H  -2.2117  5.0091  -0.5331  0.3298
H  -2.4835  4.7304  1.2050  0.3942
H  -1.1252  6.0770  0.5594  0.2497
H  -0.1816  3.8443  1.2919  0.2284
H  -0.0117  4.1674  -0.6528  0.4377
H  1.1543  2.4171  0.2445  0.2897
N  2.7214  0.2288  -0.2386  0.6803
C  3.3882  1.1784  0.6188  -0.9720
C  4.8085  0.7177  0.6059  -0.9983
H  5.4942  1.3222  1.3530  0.2635
O  5.5672  -0.0395  -0.2761  -0.1645
C  4.8895  -0.6651  -1.0447  -0.5072
C  3.4095  -0.3403  -1.3522  -0.5306
H  2.9805  -1.1240  -1.9223  0.4168
H  3.6527  0.6610  -2.1936  0.2348
H  5.4435  -1.0915  -2.0026  0.2280
H  4.7462  -1.6916  -0.3806  0.2093
H  4.6279  -0.4394  1.4961  0.1910
H  2.8610  1.3214  1.3507  0.9391
H  3.6622  2.2385  -0.1201  0.2697
O  1.1456  -2.0662  -1.3325  -0.6178
C  1.6254  -2.7510  0.2331  0.0170
C  0.5051  -3.1691  0.9390  -1.4261
H  -0.3322  -3.6793  0.4863  0.3418
H  0.1123  -2.4213  1.5171  0.4789
H  0.8093  -3.7396  1.9620  0.3226
H  2.0385  -3.6835  -0.4252  0.2357
H  2.3057  -2.2900  0.5276  0.3367
H  -1.4498  -1.4816  -1.4996  1.1551
H  -2.9451  1.5845  -1.0751  0.2652
S  -5.3081  0.2599  -1.0163  -0.4747
H  -2.5670  -1.6970  0.2217  0.1995
H  -5.4735  -2.0393  -0.6272  0.3662
H  -4.4078  -3.2830  -0.0360  0.5790
H  -5.4019  -1.1517  1.7172  0.2357


# 5
ORCA calculation (ωB97M-V/def2-TZVPD) on one molecule with the formula C17H27N5O3.

SMILES   CCCCn1cc([C@]2(C)COCCN2C(=O)[C@@H]2ON=C(C)[C@H]2C)nn1
E_LUMO   0.7 eV
2S+1   1
F_max   0.0163 Eh/bohr
Electronic energy   -1163.41905 Ha
HOMO-LUMO gap   9.93 eV
HOMO energy   -0.3389 Eh

Last column: Mulliken charge in e.
Geometry (Å):
C  -5.4890  -1.0936  2.1164  -1.2846
C  -4.9027  -1.8128  0.9062  -0.3344
C  -3.8550  -0.9703  0.1869  -0.2919
C  -3.2742  -1.6845  -1.0279  -1.0742
N  -2.2609  -0.8793  -1.6820  0.7812
C  -0.9460  -0.8339  -1.4227  -0.0801
C  -0.4909  0.1660  -2.2501  -0.2746
C  0.9148  0.6611  -2.4843  1.7127
C  0.8998  2.1457  -2.8474  -2.1285
C  1.4985  -0.0169  -3.7414  -1.1990
O  1.8771  -1.3601  -3.5652  -0.4073
C  2.9135  -1.4166  -2.6187  -0.8537
C  2.3770  -1.0137  -1.2586  -0.4424
N  1.7586  0.3223  -1.3230  0.1946
C  1.6505  1.0544  -0.1817  0.4902
O  1.0373  2.1048  -0.1194  -0.6357
C  2.3658  0.5644  1.0842  -0.1620
O  1.9686  -0.7781  1.4230  -0.1779
N  1.8111  -0.8763  2.8095  -0.8786
C  1.8820  0.2798  3.3275  0.7003
C  1.7943  0.5299  4.7927  -1.3126
C  2.0249  1.3820  2.3117  0.6057
C  3.0279  2.4834  2.6366  -1.6960
N  -1.5217  0.6438  -2.9584  -0.1708
N  -2.6104  0.0041  -2.6054  -1.0813
H  -6.2321  -1.7138  2.6182  0.3771
H  -4.7137  -0.8494  2.8447  0.3258
H  -5.9772  -0.1626  1.8234  0.3316
H  -4.4584  -2.7597  1.2270  0.3176
H  -5.7081  -2.0699  0.2122  0.3052
H  -4.2969  -0.0242  -0.1344  0.3307
H  -3.0479  -0.7154  0.8796  0.2955
H  -2.8215  -2.6363  -0.7485  0.3306
H  -4.0510  -1.9004  -1.7598  0.3140
H  -0.4759  -1.4670  -0.6897  0.3774
H  0.4828  2.2841  -3.8453  0.4345
H  0.2809  2.7233  -2.1688  0.4051
H  1.9071  2.5612  -2.8270  0.4598
H  0.7567  0.0107  -4.5379  0.4272
H  2.3640  0.5553  -4.1011  0.5049
H  3.2883  -2.4395  -2.5814  0.3996
H  3.7527  -0.7726  -2.9151  0.3754
H  1.6212  -1.7391  -0.9616  0.0759
H  3.2207  -1.0220  -0.5747  0.6281
H  3.4474  0.5866  0.8846  0.3285
H  1.1397  1.3776  4.9971  0.3476
H  1.4031  -0.3423  5.3132  0.3814
H  2.7819  0.7563  5.1955  0.2911
H  1.0373  1.8419  2.1957  0.4592
H  2.7350  3.0380  3.5287  0.4006
H  4.0285  2.0781  2.8033  0.3733
H  3.0844  3.1957  1.8136  0.4028


# 6
ORCA calculation (ωB97M-V/def2-TZVPD) on C17H27N6O2V as an isolated structure at a distorted geometry.

E_LUMO (alpha / beta)   -3.3 / -3.2 eV
Net charge   +1
2S+1   2
F_max   0.0230 Eh/bohr
Electronic energy   -2086.87243 Ha
HOMO-LUMO gap (alpha / beta)   6.07 / 6.37 eV
HOMO energy (alpha / beta)   -0.3427 / -0.3526 Eh

Last column: Mulliken charge in e.
Geometry (Å):
V  -0.0638  0.4126  -0.3249  -0.1933
C  -0.1887  2.6855  3.3696  -1.9129
C  -0.4232  1.8129  2.1759  0.9947
N  0.4046  1.7500  1.1454  0.3119
C  1.7208  2.3513  1.1342  -1.0457
C  2.7499  1.2007  1.1691  -0.6160
N  2.0926  -0.0699  0.7863  -0.0147
C  3.0291  -1.1544  0.4332  -1.0765
C  2.7185  -1.7093  -0.9443  -0.6882
N  1.2990  -2.0041  -0.9894  -0.0907
C  0.7286  -2.3967  -2.2741  -0.7950
C  -0.7083  -1.8307  -2.4296  -1.1080
N  -1.1143  -1.2308  -1.1701  0.4538
C  -2.1002  -1.6674  -0.4699  1.4157
C  -2.9894  -2.8084  -0.8573  -2.0727
C  -2.3357  -0.9319  0.7893  0.3203
C  -3.4048  -1.0805  1.6260  -0.7312
C  -3.5367  -0.2209  2.7421  -0.9957
C  -2.6002  0.7470  2.9607  -0.9528
C  -1.4936  0.8812  2.0966  0.6614
N  -1.3742  0.0197  1.0310  0.6212
H  -0.3051  3.7420  3.1203  0.3457
H  0.8204  2.5516  3.7616  0.3931
H  -0.8811  2.4501  4.1726  0.4165
H  1.8882  3.0527  1.9506  0.4398
H  1.8270  2.9204  0.2076  0.2495
H  3.2055  1.1142  2.1595  0.4413
H  3.5604  1.3902  0.4646  0.4858
H  1.5503  -0.3644  1.5892  0.2442
H  2.9514  -1.9583  1.1701  0.3633
H  4.0601  -0.8005  0.4757  0.4366
H  3.3671  -2.5701  -1.1483  0.4700
H  2.9373  -0.9641  -1.7143  0.2925
H  1.0618  -2.6853  -0.2788  0.2261
H  0.7220  -3.4819  -2.4025  0.4723
H  1.3688  -2.0091  -3.0692  0.4053
H  -1.3990  -2.5937  -2.7814  0.4291
H  -0.7274  -1.0357  -3.1796  0.3452
H  -3.7156  -2.4832  -1.6054  0.3185
H  -3.5364  -3.1911  -0.0008  0.4562
H  -2.4195  -3.6320  -1.2840  0.4836
H  -4.1620  -1.8265  1.4323  0.3553
H  -4.3881  -0.3202  3.3996  0.4383
H  -2.7150  1.4252  3.7952  0.3635
N  1.2006  1.0728  -2.0606  -0.5030
C  0.4811  2.1807  -2.7361  -0.5381
C  -0.9998  2.1388  -2.3875  0.5470
O  -1.8309  2.5992  -3.1224  -0.6354
O  -1.2573  1.5957  -1.2019  -0.5013
H  2.1514  1.3471  -1.8422  0.3005
H  1.2885  0.2877  -2.6982  0.2506
H  0.6078  2.1644  -3.8165  0.4096
H  0.8778  3.1279  -2.3688  0.3127